(1)
{"formula": "C22H43F8N3O3Si2", "method": "the ωB97M-V functional and the def2-TZVPD basis", "homo_ha": -0.32171, "fmax_ev_per_a": 3.0, "lumo_ev": 0.5, "multiplicity": 1, "gap_ev": 9.2, "species": ["C", "C", "C", "N", "Si", "C", "C", "C", "C", "C", "C", "N", "O", "Si", "C", "C", "C", "C", "O", "C", "C", "O", "C", "F", "F", "F", "C", "F", "F", "C", "F", "F", "F", "H", "H", "H", "H", "H", "H", "H", "H", "H", "H", "H", "H", "H", "H", "H", "H", "H", "H", "H", "H", "H", "H", "H", "H", "H", "H", "H", "H", "H", "H", "H", "H", "H", "H", "H", "H", "C", "C", "C", "C", "N", "H", "H", "H", "H", "H", "H", "H"], "positions_angstrom": [[0.7269, 6.0546, 1.6405], [0.7500, 5.0253, 0.4108], [1.0240, 3.5646, 1.0618], [1.4578, 2.5812, 0.0472], [0.5788, 1.0367, 0.0565], [0.1612, 0.6726, -1.7801], [0.2470, -0.8588, -2.2142], [1.8937, -0.2874, 0.6085], [2.9618, 0.2818, 1.6495], [2.3657, 0.8076, 3.0267], [1.2086, -0.0803, 3.6586], [0.3328, 0.8708, 4.4544], [-0.7285, 0.9256, 1.1641], [-1.9082, -0.2656, 0.8641], [-1.3076, -2.0658, 0.7661], [-1.1780, -2.8344, 2.1687], [0.0594, -3.8772, 2.0535], [0.6457, -4.0857, 3.5414], [-0.2579, -4.8068, 4.4076], [-3.0022, 0.0464, -0.6991], [-3.5507, 1.5351, -0.8092], [-2.5970, 2.5528, -0.4840], [-3.9874, 1.8166, -2.3389], [-2.9174, 2.2900, -3.1134], [-4.4862, 0.6395, -2.8993], [-4.9585, 2.8252, -2.3986], [-3.1788, -0.1100, 2.3460], [-3.5660, 1.2741, 2.3216], [-2.5851, -0.3082, 3.6011], [-4.5284, -0.9312, 2.1282], [-5.0362, -1.2299, 3.4099], [-4.3768, -2.1461, 1.4902], [-5.4688, -0.1067, 1.5314], [1.4270, 5.7191, 2.4805], [-0.3183, 6.0206, 2.1075], [0.9025, 7.1299, 1.3385], [1.4893, 5.2864, -0.3999], [-0.3310, 4.9705, 0.0381], [0.0926, 3.3138, 1.6452], [1.9116, 3.7349, 1.7691], [2.4708, 2.4662, -0.0029], [0.9629, 1.2218, -2.3898], [-0.8232, 1.1544, -2.1123], [-0.6615, -1.4855, -1.9544], [0.3121, -0.8702, -3.3554], [1.1530, -1.4168, -1.8437], [2.4761, -0.5170, -0.3530], [1.4265, -1.2030, 1.0758], [3.6784, -0.5839, 1.8797], [3.6356, 1.0974, 1.2106], [3.2288, 0.7863, 3.7799], [2.0016, 1.8790, 3.0158], [0.5190, -0.5743, 2.9096], [1.6049, -0.8967, 4.3552], [-0.3664, 1.1753, 3.7537], [-0.1922, 0.3188, 5.1425], [-2.1050, -2.6358, 0.1680], [-0.3395, -2.2287, 0.2058], [-2.0993, -3.4777, 2.3229], [-0.9328, -2.1786, 3.0546], [-0.2504, -4.8620, 1.5824], [0.9290, -3.4080, 1.4729], [1.6088, -4.6931, 3.4821], [0.8900, -3.0913, 4.0400], [-0.8657, -4.1431, 4.7796], [-3.9249, -0.6255, -0.5861], [-2.5063, -0.2741, -1.6611], [-4.4798, 1.6803, -0.1648], [-2.9871, 3.1651, 0.1716], [4.2396, -1.9270, -6.8103], [2.7518, -2.2411, -6.9265], [1.9041, -1.5027, -5.8877], [2.3272, -1.8985, -4.5076], [2.6571, -2.2069, -3.4319], [4.6442, -2.2461, -5.8469], [4.8001, -2.4514, -7.5871], [4.4239, -0.8548, -6.9230], [2.6078, -3.3206, -6.8219], [2.4072, -1.9663, -7.9271], [0.8479, -1.7491, -6.0196], [2.0162, -0.4212, -5.9987]]}


(2)
{"formula": "C7H10S", "method": "the ωB97M-V functional and the def2-TZVPD basis", "homo_ha": -0.31565, "fmax_ev_per_a": 4.6, "lumo_ev": 0.9, "multiplicity": 1, "de_lowest_kj_mol": 174.1, "gap_ev": 9.5, "smiles": "Cc1ccsc1.C=C", "species": ["C", "C", "C", "C", "C", "C", "C", "S", "H", "H", "H", "H", "H", "H", "H", "H", "H", "H"], "positions_angstrom": [[0.2205, 2.7261, -0.4945], [-1.0472, 3.2849, -0.3980], [0.1514, 1.2732, -0.5388], [-0.1275, -3.3310, 0.2139], [-0.0749, -2.7570, 1.4202], [-1.1470, 0.8029, -0.4420], [1.3720, 0.3681, -0.4265], [-2.3107, 2.0727, -0.2491], [1.0949, 3.3747, -0.4817], [-1.2521, 4.2657, -0.4141], [-1.0381, -3.2747, -0.3690], [0.7127, -3.9484, -0.1442], [0.8965, -2.9016, 1.9053], [-0.8299, -2.2032, 2.0223], [-1.3357, -0.2566, -0.1810], [1.6683, 0.2158, -1.5465], [0.8993, -0.5926, -0.0316], [2.1476, 0.8812, 0.1554]]}


(3)
{"formula": "C4H5O2Yb", "method": "the ωB97M-V functional and the def2-TZVPD basis", "homo_ha": -0.42941, "fmax_ev_per_a": 3.2, "lumo_ev": -5.8, "multiplicity": 1, "de_lowest_kj_mol": 61.4, "gap_ev": 5.9, "total_charge": 1, "species": ["H", "O", "C", "C", "C", "C", "O", "Yb", "H", "H", "H", "H"], "positions_angstrom": [[0.0717, 0.5396, -1.5733], [-2.0788, -0.1845, 1.0062], [-0.9376, 0.3048, 0.4115], [-0.6038, -0.1739, -0.9168], [0.3290, -0.6761, 0.1887], [1.6493, -0.0836, 0.2456], [1.9094, 0.8272, -0.6338], [4.1087, 0.3155, 0.5094], [-2.7942, 0.4527, 0.9150], [-0.6364, 1.3180, 0.6949], [-1.2571, -0.9270, -1.3589], [0.2399, -1.7126, 0.5115]]}


(4)
{"formula": "C2HBr2N3", "method": "the ωB97M-V functional and the def2-TZVPD basis", "homo_ha": [-0.34171, -0.34173], "fmax_ev_per_a": 2.5, "lumo_ev": [-1.3, -1.3], "multiplicity": 1, "de_lowest_kj_mol": 361.0, "gap_ev": [8.0, 8.0], "species": ["C", "C", "N", "N", "N", "Br", "Br", "H"], "positions_angstrom": [[1.5756, -1.8003, 1.4009], [1.1708, 0.8796, 0.6901], [1.0011, -2.6177, 0.8218], [1.9610, -0.7744, 2.1649], [1.7016, 0.2847, 1.5615], [-3.9794, 0.5311, -2.5513], [1.1760, 2.2993, -0.4281], [-4.6065, 1.1976, -3.6597]]}